Entry 1:
15
Properties=species:S:1:pos:R:3:forces:R:3:mulliken_charge:R:1 method="wB97M-V/def2-TZVPD" lumo_energy_ev="-0.4 / -0.4" e_above_lowest_kcal_mol=0.00 orbital_gap_ha="0.274 / 0.274"
C -0.49902 0.72153 1.23765 0.421 0.026 0.246 -0.484
C 1.08282 -0.84639 -0.37743 -0.140 -0.004 0.623 0.625
C 0.79524 0.55446 1.55776 -0.856 0.406 0.026 0.477
C 1.25040 -2.01456 0.20149 0.561 0.921 0.201 -0.504
C -0.06055 -0.22877 -1.08937 -0.126 0.161 -0.341 -0.743
C -1.09136 0.16679 -0.01511 -0.100 -0.129 -0.250 -0.170
C 1.71142 -0.19020 0.75343 -0.179 -1.113 -0.456 -0.802
F 1.27454 1.13446 2.67840 0.097 -0.155 -0.050 -0.312
Br 2.28218 -3.33463 0.86505 -0.006 -0.188 0.089 -0.018
Br -2.33382 1.50059 -0.79023 0.161 -0.188 0.067 -0.169
H -1.15288 1.25802 1.90805 -0.010 0.008 0.088 0.388
H 0.30708 0.66297 -1.60195 -0.144 -0.003 0.001 0.371
H -0.50988 -0.90872 -1.81027 -0.012 0.060 -0.038 0.356
H -1.74229 -0.68424 0.20997 0.088 0.216 -0.068 0.367
H 2.76340 -0.21092 0.96078 0.243 -0.019 -0.140 0.619

---

Entry 2:
24
Properties=species:S:1:pos:R:3:forces:R:3:mulliken_charge:R:1 method="wB97M-V/def2-TZVPD" lumo_energy_ev="-12.8 / -13.0" e_above_lowest_kcal_mol=23.83 orbital_gap_ha="0.207 / 0.202" charge=+3
Re -1.46437 0.79765 0.01921 0.279 -0.763 -0.243 1.017
Br 1.07973 -0.82705 -2.90990 -0.021 0.028 0.055 -0.063
C 1.78281 -0.91399 -1.14810 -0.099 0.040 -0.010 0.177
C 3.04862 -1.44614 -0.94874 0.079 -0.036 0.055 -0.600
C 3.51390 -1.52922 0.35442 0.042 -0.020 -0.068 -0.387
C 2.71573 -1.07630 1.39962 -0.050 0.028 0.057 -0.745
C 1.48401 -0.54318 1.07566 0.030 -0.030 0.006 0.802
N 1.01426 -0.46665 -0.17253 -0.025 0.083 -0.009 0.051
C 0.58005 -0.03495 2.14779 0.101 -0.081 -0.111 0.172
O 0.68082 -0.15822 3.30796 -0.008 0.028 0.015 -0.371
O -0.51402 0.69956 1.60801 -0.260 0.067 0.017 -0.383
H 3.64479 -1.78406 -1.78501 -0.004 -0.003 0.003 0.452
H 4.49393 -1.94222 0.55464 0.002 -0.005 -0.010 0.487
H 3.03408 -1.12533 2.43242 -0.004 -0.004 -0.007 0.499
Br -1.56481 -2.03304 -0.18744 0.052 -0.197 -0.012 0.110
C -3.46010 -1.93660 -0.44001 0.128 -0.051 0.005 -0.476
Br -3.85158 -0.00554 -0.25712 0.139 0.094 0.071 0.119
H -3.98934 -2.44703 0.35761 -0.026 0.019 0.009 0.441
H -3.73750 -2.24981 -1.44087 -0.018 0.027 -0.007 0.434
Se -0.55304 4.82541 0.98407 0.323 -0.376 0.801 0.014
Sb -1.87579 4.74298 -0.93278 -0.717 0.212 -0.749 1.164
Se -0.76760 1.49401 -1.93405 0.066 -0.263 -0.217 0.039
Se -2.35701 2.82957 0.81903 -0.069 1.178 0.362 0.100
Se -2.93756 5.13014 -2.90389 0.062 0.025 -0.011 -0.055

---

Entry 3:
20
Properties=species:S:1:pos:R:3:forces:R:3:mulliken_spin:R:1 method="wB97M-V/def2-TZVPD" lumo_energy_ev="-14.2 / -14.1" orbital_gap_ha="0.305 / 0.339" charge=+3 s2=0.75 multiplicity=2
O 0.00063 3.86781 -1.38481 0.006 -6.061 1.703 0.007
C 0.00189 2.75192 -1.05047 0.020 10.953 -4.290 -0.002
Ce -0.01498 0.77695 0.06283 -0.800 -1.034 2.018 0.991
O -0.00196 -1.31483 -3.06482 0.005 2.901 4.559 0.002
C 0.00059 -0.68980 -2.09132 0.015 -3.735 -5.793 -0.003
C -0.02180 -2.05080 0.71545 0.113 -3.964 1.382 0.002
O 0.00958 -3.13358 1.08610 -0.150 3.717 -1.332 0.000
C -2.25311 0.01742 -0.06546 -7.734 -2.099 0.310 0.000
O -3.37310 -0.20498 0.03765 4.330 0.818 -0.462 0.002
C 2.22413 0.04405 -0.09922 10.080 -2.740 0.673 0.001
O 3.35719 -0.20913 0.04745 -6.444 1.423 -0.937 0.003
C 0.38542 1.48348 4.46475 0.252 -0.376 -0.312 0.000
C 0.62465 0.65983 3.22212 0.341 0.051 1.900 -0.001
N 1.46034 -0.37153 3.25534 -0.902 0.644 -1.280 0.000
O -0.01383 1.00978 2.14067 0.969 -0.810 0.969 -0.001
H 0.97943 1.11311 5.32842 -0.488 0.347 -0.572 0.000
H -0.70189 1.44910 4.68093 0.535 0.070 -0.003 0.000
H 0.65614 2.53026 4.21550 -0.161 -0.467 0.268 0.000
H 1.62561 -0.95496 2.40888 -0.009 0.493 1.397 0.000
H 1.93137 -0.59851 4.12912 0.022 -0.130 -0.197 0.000

---

Entry 4:
13
Properties=species:S:1:pos:R:3:forces:R:3:mulliken_charge:R:1 method="wB97M-V/def2-TZVPD" lumo_energy_ev=0.9 smiles=C#C[C@@H]1[C@@H](Cl)[C@@H]1C#C e_above_lowest_kcal_mol=60.56 orbital_gap_ha=0.372
C 0.82557 -0.08150 -0.28972 0.549 2.504 0.217 -0.317
C 0.10001 -0.81259 0.70587 -3.388 -3.372 -2.129 0.019
C -1.12852 -1.41149 0.13192 -8.818 -2.050 -3.602 -0.178
C -2.39601 -1.51050 -0.38820 9.604 -0.167 3.385 -0.498
C -0.15724 0.60016 0.75033 1.486 3.129 1.106 -0.131
C -1.42329 1.21851 0.32026 -0.047 0.670 -1.564 -0.773
C -2.31021 1.70024 -0.37061 -1.635 0.512 -0.013 0.230
H 0.64709 -0.09567 -1.30986 -1.524 -0.090 -1.441 0.383
H 0.73670 -1.34502 1.32499 0.445 -0.888 1.934 0.497
H -3.07575 -2.03963 -1.06949 0.420 0.594 0.707 0.323
H 0.35798 1.00237 1.66262 -0.553 0.334 -1.244 0.317
H -3.29531 2.10660 -0.92130 3.118 -1.208 1.730 0.328
Cl 2.56279 0.12672 -0.28506 0.342 0.030 0.913 -0.200

---

Entry 5:
17
Properties=species:S:1:pos:R:3:forces:R:3:mulliken_spin:R:1 method="wB97M-V/def2-TZVPD" lumo_energy_ev="0.2 / -2.8" orbital_gap_ha="0.246 / 0.259" s2=2.03 multiplicity=3
C -3.50683 -0.11878 0.42252 -0.613 -0.714 0.279 0.014
C -2.27233 -2.18074 0.42056 0.125 -0.643 -0.128 0.371
C -2.30276 -0.84453 0.20098 0.808 1.220 -0.497 -0.065
C 1.75694 1.00732 -0.12672 1.166 1.574 1.155 0.609
C 1.16131 -0.24179 -0.44976 -2.959 -0.799 0.298 0.249
C -1.17630 -0.02024 -0.25140 -5.679 -0.143 1.738 0.405
C 3.19939 1.40185 -0.04836 1.282 -0.056 -2.037 -0.025
N -4.52996 0.29613 0.72522 -0.496 0.511 -0.007 -0.034
N -0.07717 -0.62103 -0.28152 6.489 -0.869 -1.381 0.187
F 0.99389 1.89210 0.56815 0.129 -1.036 -0.504 0.057
Cl 2.13416 -1.37923 -1.22425 1.139 -0.571 -0.185 0.055
Cl -1.59458 1.54979 -0.74401 0.414 0.827 -0.481 0.073
H -1.32895 -2.71961 0.32926 -0.322 0.160 -0.066 0.018
H -3.18695 -2.75746 0.59547 0.443 0.439 0.166 0.004
H 3.87071 0.78598 0.64436 -1.040 0.532 -1.122 0.042
H 3.13196 2.40219 0.35202 0.351 0.307 0.211 0.000
H 3.72744 1.54805 -1.13253 -1.236 -0.739 2.560 0.040

---

Entry 6:
17
Properties=species:S:1:pos:R:3:forces:R:3:mulliken_charge:R:1 method="wB97M-V/def2-TZVPD" lumo_energy_ev=0.1 e_above_lowest_kcal_mol=0.00 orbital_gap_ha=0.327
C 2.52256 -0.73172 0.76770 0.051 0.022 0.123 -0.127
C 2.45730 0.48172 1.43656 -0.063 -0.067 -0.126 -0.250
C 0.62144 -0.22397 -0.41809 0.318 0.412 0.443 0.566
C 0.64677 1.04769 0.18978 0.325 -0.171 0.092 0.360
C -0.32218 -0.72039 -1.39768 -0.499 0.057 -0.265 -0.515
C -2.88219 0.35855 0.30298 -0.119 -0.221 -0.071 0.048
C -1.62574 -0.44924 -1.54319 0.440 -0.560 -0.268 -0.188
N 1.61742 -1.06721 -0.13018 -0.124 -0.177 -0.152 -0.553
N 1.52967 1.36847 1.11057 -0.130 0.158 0.077 -0.528
N -2.40677 0.41587 -0.83640 -0.424 0.535 -0.013 -0.429
Cl -2.70213 -0.97069 1.42695 0.094 -0.037 0.037 -0.154
Cl -0.39147 2.33582 -0.29821 0.124 0.225 -0.108 -0.148
H 3.30930 -1.45397 0.93853 0.097 0.043 0.132 0.406
H 3.15565 0.77405 2.20898 0.078 -0.086 0.005 0.412
H 0.12283 -1.44600 -2.06253 -0.117 -0.033 -0.129 0.329
H -3.49111 1.16309 0.68375 -0.087 0.061 0.247 0.381
H -2.16136 -0.88208 -2.37950 0.038 -0.163 -0.025 0.391

---

Entry 7:
17
Properties=species:S:1:pos:R:3:forces:R:3:mulliken_charge:R:1 method="wB97M-V/def2-TZVPD" lumo_energy_ev=-0.6 orbital_gap_ha=0.296
C -1.88804 -1.57700 -0.21790 3.355 -0.116 1.468 -0.234
C -0.62760 -1.26784 0.17240 -1.394 2.697 -0.400 -0.537
C -3.05792 -0.86546 -0.27932 -2.797 4.172 -1.091 -0.005
C -0.03664 0.09425 0.51111 -2.907 -1.935 1.248 -0.075
C -3.04918 0.45162 -0.68180 0.537 -1.269 -0.046 -0.854
C 1.07052 0.60968 0.07527 1.715 0.664 -1.209 -0.006
C 1.52657 2.01452 0.26098 0.875 1.841 0.954 -0.578
Cl 1.18239 2.97280 -1.28955 0.101 -0.492 0.948 -0.170
I -4.82498 -1.90248 0.14599 0.127 0.129 -0.051 0.137
I -1.24699 1.27256 1.93104 0.607 -0.652 -0.404 0.106
I -4.65356 1.70259 -1.11456 0.278 -0.361 0.301 0.139
I 2.18472 -0.53881 -1.35738 -0.158 0.445 0.466 0.107
H -1.89139 -2.58020 -0.47798 -0.725 -1.893 -0.578 0.403
H -0.07456 -2.10168 -0.10124 2.244 -0.866 0.270 0.417
H -2.07585 0.94246 -0.93595 -1.015 -0.658 0.191 0.568
H 2.63026 2.19287 0.47190 -1.351 -0.735 -0.545 0.340
H 0.99712 2.55648 1.12337 0.509 -0.973 -1.523 0.243

---

Entry 8:
19
Properties=species:S:1:pos:R:3:forces:R:3:mulliken_charge:R:1 method="wB97M-V/def2-TZVPD" lumo_energy_ev=2.8 e_above_lowest_kcal_mol=27.69 orbital_gap_ha=0.291 charge=-1
C -1.30001 0.08110 2.12397 0.775 0.107 0.196 -0.610
C -1.25439 -0.28630 -0.25774 -1.206 0.033 -0.659 0.569
C -1.70531 0.20339 0.87353 -0.748 -0.882 0.807 -0.353
C -0.42272 -1.56115 -0.17083 -1.342 -0.065 0.578 0.607
C -0.96393 0.56863 -1.43968 0.687 -1.717 0.296 0.324
C 0.21495 -0.34767 2.05366 -1.901 1.974 -1.262 -0.469
C 0.41027 -1.48391 1.06240 0.999 -2.164 2.274 -0.681
N 0.38680 0.41158 -1.54770 0.095 0.316 0.312 -0.257
O -0.31651 -2.48853 -0.92205 -0.447 0.105 -0.377 -0.607
O -1.76870 1.13572 -2.12752 -0.633 0.798 -0.181 -0.632
O 0.77181 2.86379 -1.61972 0.265 0.784 0.307 -0.598
O 0.84858 1.56758 -3.69650 0.247 0.377 -0.528 -0.591
S 1.02864 1.62454 -2.27798 -1.603 0.252 -1.486 1.013
Cl 2.92622 1.20195 -2.00351 2.182 -0.339 0.436 -0.275
H -1.71183 0.32485 3.13088 -0.226 -0.575 -1.219 0.355
H 0.58569 0.54537 1.57336 1.095 0.278 0.277 0.180
H 0.46146 -0.36210 3.08313 1.303 -0.875 0.758 0.474
H 0.45127 -2.48435 1.60326 -0.586 0.963 -0.691 0.336
H 1.35771 -1.51448 0.55904 1.042 0.630 0.159 0.216

---

Entry 9:
20
Properties=species:S:1:pos:R:3:forces:R:3:mulliken_charge:R:1 method="wB97M-V/def2-TZVPD" lumo_energy_ev=3.6 e_above_lowest_kcal_mol=0.53 orbital_gap_ha=0.283 charge=-1
C -1.17912 1.67246 1.10977 -0.194 -0.802 0.044 -0.924
N -0.34564 0.78004 0.27579 1.001 0.315 1.643 -0.161
C 0.75869 0.31473 0.88994 -0.167 0.248 0.766 0.194
C 1.90329 1.37430 1.02978 0.845 -0.201 -0.259 0.783
F 1.94207 2.24024 -0.03296 0.131 -0.565 1.515 -0.248
F 1.68073 2.05537 2.19612 0.108 0.265 -0.785 -0.264
F 3.16129 0.84394 1.16784 -1.012 0.451 -0.329 -0.284
O 0.94642 -0.77311 1.41604 0.273 0.395 -0.658 -0.609
H -0.89527 2.75085 1.23971 0.290 -0.812 -0.422 0.223
H -2.16048 1.67270 0.63272 -0.241 0.160 -0.005 0.326
H -1.33181 1.25490 2.14183 0.132 0.296 -0.650 0.308
C -0.98500 -0.71360 -0.92411 -1.729 0.889 -0.574 0.224
C -1.15373 -2.04962 -0.71335 0.441 -0.899 0.172 -0.684
C -0.18735 -2.81107 -1.50670 -0.217 0.020 1.343 0.447
O -0.02122 -4.00627 -1.60860 0.033 0.872 -0.357 -0.633
O 0.63385 -1.88482 -2.19108 -0.670 0.449 0.083 -0.347
C 0.14748 -0.60429 -1.88837 1.302 0.509 -0.445 0.519
O 0.69906 0.38201 -2.30082 -0.527 -1.024 -0.161 -0.546
H -1.78243 0.03501 -0.91678 0.162 -0.636 -0.529 0.322
H -1.83082 -2.53377 -0.01675 0.039 0.069 -0.391 0.352

---

Entry 10:
17
Properties=species:S:1:pos:R:3:forces:R:3:mulliken_charge:R:1 method="wB97M-V/def2-TZVPD" lumo_energy_ev="0.6 / 0.6" e_above_lowest_kcal_mol=16.34 orbital_gap_ha="0.093 / 0.093" charge=-1
O -0.12681 -3.97289 -1.49517 -0.018 0.876 1.073 -0.799
C -0.22113 -3.08611 -0.63425 -0.088 -0.652 -0.981 1.454
C -0.37566 -2.17155 0.18862 -0.004 0.594 0.623 -0.970
C -0.45941 -1.10829 1.14556 -0.700 -0.670 -0.381 -0.789
C -1.49003 -0.21916 1.23397 0.333 -1.828 -1.130 -0.072
O -1.56009 0.75324 2.15050 -0.791 1.971 1.942 -1.001
Li -2.92717 1.39766 3.04340 0.775 -0.475 -0.586 0.698
H 0.29943 -1.05944 1.94456 -0.037 0.176 -0.317 0.222
H -2.34700 -0.31676 0.54827 0.415 0.153 0.048 0.333
C 1.31853 1.13738 -2.53382 -0.048 -0.109 0.230 -0.656
C 1.03148 1.21368 -1.22926 -0.254 -0.190 -0.518 0.468
C 2.09244 1.04497 -0.18037 0.561 0.696 0.306 -0.592
O 1.72680 1.47263 0.95832 -0.504 0.037 0.144 -0.481
Li 0.13824 1.47551 1.90276 0.354 -0.503 -0.646 0.738
H 2.36297 1.13171 -2.85961 -0.285 -0.322 0.168 0.314
H 0.55075 1.00255 -3.29842 0.143 0.473 0.157 0.239
H -0.01334 1.30485 -0.88507 0.148 -0.226 -0.131 -0.106

---

Entry 11:
15
Properties=species:S:1:pos:R:3:forces:R:3:mulliken_charge:R:1 method="wB97M-V/def2-TZVPD" lumo_energy_ev="3.6 / 2.7" e_above_lowest_kcal_mol=13.10 orbital_gap_ha="0.285 / 0.242" charge=-1
C 3.00655 0.78705 0.04487 0.464 1.639 -0.330 0.541
C -2.18985 -0.12969 0.02349 -2.410 -0.426 -0.249 -0.232
C -1.56806 1.12466 0.07003 -3.227 -0.078 0.960 -0.480
C -1.39964 -1.26829 -0.03628 -1.956 -0.868 -0.076 -0.487
C -0.22033 1.21478 -0.01174 1.292 1.690 -0.098 -0.049
C -0.08038 -1.12805 -0.17203 4.935 -2.254 0.624 -0.071
C 0.60732 0.06539 -0.09807 0.234 2.749 -0.377 0.091
N 3.95685 1.45502 0.02656 1.540 0.663 0.746 -0.692
N 1.97710 0.17188 -0.25016 -3.222 -3.866 -0.512 -0.461
O 2.47040 -2.01755 0.31545 0.122 0.572 -0.088 -0.570
H -3.33373 -0.26213 -0.08449 1.931 0.490 0.662 0.226
H -2.24729 2.01136 0.37323 1.393 -1.235 -1.113 0.216
H -1.76077 -2.31715 0.04851 -0.228 1.029 -0.313 0.296
H 0.08783 2.27678 -0.08792 0.792 -0.951 0.371 0.269
H 0.69400 -1.98408 -0.16146 -1.659 0.845 -0.208 0.404

---

| no. | DFT total energy (eV) | molar mass (u) | maximum force (eV/Å) |
| --- | --- | --- | --- |
| 1 | -150138.0474 | 267.92 | 1.22 |
| 2 | -493073.4997 | 998.64 | 1.23 |
| 3 | -34010.6159 | 339.23 | 11.76 |
| 4 | -19855.0369 | 124.57 | 10.19 |
| 5 | -38077.7101 | 207.03 | 6.69 |
| 6 | -36853.9833 | 202.04 | 0.76 |
| 7 | -52262.2395 | 632.19 | 5.14 |
| 8 | -40375.8162 | 234.64 | 3.29 |
| 9 | -25172.7645 | 224.11 | 2.03 |
| 10 | -13889.5358 | 151.00 | 2.88 |
| 11 | -12362.7648 | 133.13 | 5.46 |